(1)
16
Properties=species:S:1:pos:R:3:forces:R:3 method="wB97M-V/def2-TZVPD" homo_ev=-4.390 e_lumo_ev=3.65 gap_ev=8.0 charge=-1
C 2.22177 -2.45125 -1.14171 -0.009 0.004 -0.213
C 1.11855 -2.19280 -0.86610 -4.927 0.910 2.229
C -0.94772 -0.39786 2.59436 -0.204 0.259 0.556
C 0.37246 1.23886 -0.30526 -0.987 -0.828 0.531
N 0.02186 2.08911 -1.37962 -4.433 -0.108 -1.378
O -1.98923 -0.94613 2.67507 -0.384 -0.435 0.104
O -2.18255 1.44227 0.21262 -0.570 1.206 0.670
O 0.08634 -0.05760 3.06455 0.435 0.095 -0.201
O -1.41431 -0.74238 -0.36894 0.427 -0.321 0.466
S -1.15822 0.44099 0.50482 0.609 -0.627 -2.129
H 3.15598 -2.67777 -1.34203 3.840 -0.893 -0.972
H 0.11751 -1.95128 -0.40010 1.217 -0.112 -1.201
H 0.90324 1.65671 0.47278 0.931 1.753 1.861
H -0.49316 1.31414 -1.99107 1.138 2.446 0.870
H 1.06619 0.52985 -0.67165 0.273 -1.447 -0.421
H -0.87871 2.70514 -1.05774 2.643 -1.901 -0.772

---

(2)
16
Properties=species:S:1:pos:R:3:forces:R:3 method="wB97M-V/def2-TZVPD" homo_ev="-3.669 / -4.135" e_lumo_ev="3.79 / 3.55" gap_ev="7.5 / 7.7" charge=-1
C 0.59974 0.09661 -1.62108 1.665 -1.894 1.391
C 0.64813 1.01931 1.49574 3.547 -3.182 -1.906
C -0.61221 0.69611 0.94273 -2.996 0.299 -1.066
C -0.39611 -0.87562 -0.91563 -1.588 3.367 -1.522
N -0.19896 -1.72276 0.13442 2.033 -1.484 2.203
O 0.02271 0.59379 -2.66896 -1.517 0.442 -0.362
O 0.99835 -1.76723 0.56868 -1.031 -0.314 -0.367
O 1.74672 0.27228 -1.28592 0.199 0.456 -0.319
O -1.10510 -2.43500 0.63388 0.333 0.779 -0.877
O -1.49353 -0.75049 -1.52302 -1.360 -1.273 0.140
H 0.83017 1.90848 1.93456 0.001 3.473 1.418
H 0.86956 0.27475 2.24250 0.454 -0.365 0.325
H 1.54046 0.94099 0.69112 -1.922 -0.030 1.470
H -1.13667 1.42860 0.30505 0.387 -0.383 0.050
H -1.33788 0.12786 1.55699 0.576 0.061 -0.542
H -0.97540 0.19233 -2.49107 1.219 0.048 -0.036

---

(3)
17
Properties=species:S:1:pos:R:3:forces:R:3 method="wB97M-V/def2-TZVPD" homo_ev="-10.411 / -10.569" e_lumo_ev="-0.34 / -1.56" gap_ev="10.1 / 9.0" spin_multiplicity=2
H -2.21034 0.86917 -1.29197 -0.168 -0.202 -0.373
C -1.85767 -0.12942 -0.97802 -1.119 -0.821 -0.269
O -2.29092 -1.16912 -1.44549 1.241 1.584 1.043
C -0.83666 0.05413 0.16444 0.715 -1.516 0.706
C -0.84868 -1.04723 1.21534 0.027 -0.119 0.012
C 0.55225 0.19297 -0.50929 -0.895 0.414 -0.341
O 1.51232 0.53725 0.45521 2.237 -0.233 -0.504
N 2.93770 0.34866 -0.15757 -0.408 -0.076 0.512
O 3.79140 0.84440 0.53084 -1.608 -0.867 -1.237
O 2.98050 -0.28300 -1.19028 0.084 1.163 1.658
O -1.22165 1.23516 0.93007 0.242 0.984 -2.378
O -1.23635 2.25002 0.04412 -0.055 -0.292 1.414
H -0.54828 -2.01477 0.80321 -0.070 0.227 -0.043
H -0.16485 -0.77316 2.02332 -0.031 -0.077 -0.151
H -1.84622 -1.14544 1.63994 -0.042 -0.042 -0.042
H 0.79435 -0.76856 -0.97749 -0.209 0.223 0.010
H 0.49310 0.99895 -1.25636 0.060 -0.351 -0.017

---

(4)
13
Properties=species:S:1:pos:R:3:forces:R:3 method="wB97M-V/def2-TZVPD" homo_ev=-14.109 e_lumo_ev=-5.13 gap_ev=9.0 charge=+1 smiles="C=[N+]1SCCC1=O"
C -1.07402 -1.99717 -0.15642 1.467 0.299 0.639
N -0.19217 -1.06310 -0.01213 -5.103 -0.290 -0.477
S 1.39775 -1.00703 0.12318 2.618 -1.331 -0.085
C 1.49962 0.75731 0.27506 1.942 0.654 -0.094
C 0.16040 1.32147 -0.01039 -0.003 2.596 -2.697
C -0.95798 0.43878 -0.01097 -0.547 -2.165 0.503
O -2.12121 0.42308 -0.07455 0.680 0.457 0.103
H -0.82475 -3.02597 -0.20658 0.585 -0.802 -0.098
H -2.11815 -1.77266 -0.09660 -0.384 0.633 -0.281
H 2.38330 1.09171 -0.37088 -1.672 -0.224 0.469
H 1.81706 0.99663 1.26083 0.151 0.085 1.032
H 0.17902 1.55424 -1.11178 -0.139 0.040 0.450
H -0.14889 2.28271 0.39124 0.404 0.047 0.536

---

For the records above, the corresponding energy above the lowest of the compared OMol25 structures with the same formula, charge and spin values read 298.0, 409.1, 336.6, 129.4 kJ/mol.
For the records above, the corresponding total energy values read -24759.110, -15969.050, -18011.475, -18609.329 eV.